Molecular formula: C5H9NO
Method: DFT, the ωB97M-V functional and the def2-TZVPD basis

The geometry in XYZ format:
```
16
Properties=species:S:1:pos:R:3:forces:R:3
C -1.6312 -0.2839 0.7024 -0.182 -0.056 -0.053
C -0.5467 0.5339 0.0596 0.101 -0.029 0.133
C 0.3912 -1.2675 -1.4369 -0.028 -0.101 -0.015
C 0.1666 1.5038 0.9864 -0.183 0.161 0.126
O 1.5570 1.4755 0.5335 0.032 -0.039 -0.154
C 1.6847 0.3881 -0.2377 -0.148 -0.038 -0.015
N 0.5346 -0.1648 -0.4998 0.214 0.067 0.084
H -1.9244 -1.1512 0.0970 0.046 0.203 0.080
H -2.5418 0.3132 0.8341 0.177 -0.099 -0.011
H -1.3481 -0.6595 1.7108 0.024 0.055 -0.166
H -0.0852 -0.8890 -2.3461 0.069 -0.110 0.149
H 1.3771 -1.6867 -1.6632 -0.227 0.124 0.057
H -0.2384 -2.0477 -0.9983 0.171 0.173 -0.092
H -0.1609 2.5509 0.9346 0.056 -0.274 0.030
H 0.1422 1.1925 2.0599 0.027 -0.018 -0.221
H 2.6233 0.1923 -0.7361 -0.150 -0.018 0.069
```
Positions in Å, forces in eV/Å.

The calculation puts the gap between HOMO and LUMO at 6.998 eV. The calculation puts the relative energy (zero: lowest compared OMol25 entry of this formula, charge and spin) at 341.22 kJ/mol. The total charge is 0. The value obtained for the highest occupied orbital energy is -0.2236 hartree.